C6H15NO | ωB97M-V/def2-TZVPD

Atoms and positions in Å:
C -1.27770 -0.40493 2.14844
C -1.07664 -0.92441 0.72722
C -2.13600 -1.99999 0.43603
C -1.15477 0.22482 -0.30216
C -0.10338 1.32502 -0.04962
N 1.04561 1.39033 -0.94840
C 1.77127 0.17242 -1.20854
O 3.15261 0.33474 -0.90094
H -0.35007 -0.06834 2.61379
H -2.05588 0.33711 2.22350
H -1.57161 -1.22034 2.81446
H -0.09686 -1.37585 0.63984
H -2.38369 -1.99868 -0.63261
H -1.74514 -3.00295 0.64843
H -3.03589 -1.87748 1.04310
H -2.11600 0.70043 -0.06248
H -1.21069 -0.17125 -1.31809
H 0.27370 1.27305 0.96901
H -0.64480 2.25858 -0.17665
H 0.91766 1.95472 -1.77068
H 1.76162 -0.03946 -2.28080
H 1.28341 -0.61068 -0.64023
H 3.33646 1.28289 -0.87151

Computed properties:
- energy relative to the best compared isomer or geometry (same formula, charge and spin) (kcal per mole) = 36.4
- calculated total energy (eV) = -10002.1789
- frontier orbital gap (eV) = 9.9285
- structure (SMILES) = CC(C)CCNCO
- HOMO energy (eV) = -8.96
- maximum force (eV Å⁻¹) = 1.6

C9H35MgN2O12 | ωB97M-V/def2-TZVPD

Atoms and positions in Å:
Mg 23.96789 16.93886 14.25051
N 19.51241 16.54640 13.74853
O 18.90454 16.12943 14.76826
O 18.95084 16.98288 12.77496
O 20.76196 16.40693 13.73577
C 20.62942 20.82991 19.25002
C 19.25721 21.00392 19.93139
C 19.04562 22.60428 20.02301
C 17.63178 23.05591 20.45145
C 16.58666 22.36387 19.63373
C 16.76745 20.79902 19.38998
N 18.19491 20.36225 19.06511
O 18.38847 19.00286 18.92217
C 16.26026 20.01080 20.66206
C 15.87875 20.29356 18.16785
C 19.35811 20.36980 21.40562
H 20.46877 21.11489 18.21027
H 20.81139 19.75875 19.33728
H 21.47731 21.22412 19.81016
H 19.86059 22.87237 20.69537
H 19.22765 22.99534 19.02199
H 17.59803 24.14238 20.37048
H 17.41736 22.95377 21.51525
H 16.46443 22.86525 18.67363
H 15.63403 22.47023 20.15266
H 16.86766 19.62240 21.47956
H 15.61430 20.62019 21.29411
H 15.71651 19.11404 20.36499
H 16.14716 21.01789 17.39882
H 16.19864 19.26246 18.01751
H 14.81196 20.28448 18.39137
H 19.46915 19.29271 21.28054
H 18.58024 20.71661 22.08589
H 20.28870 20.57812 21.93356
H 18.49581 18.93752 17.97043
O 24.49383 13.83458 13.72206
H 25.27621 13.28876 13.80088
H 23.77122 13.21020 13.65687
O 18.34710 15.46329 9.11323
H 19.03878 14.81993 9.26781
H 18.47467 16.12161 9.79628
O 24.54509 18.07300 11.49514
H 24.74635 18.98627 11.29103
H 25.07010 17.56713 10.87492
O 23.81467 16.13567 17.06672
H 23.25728 15.57049 17.60163
H 24.67269 16.09570 17.48913
O 23.74942 19.83049 14.66727
H 23.52866 20.52715 14.04909
H 24.25732 20.26800 15.35055
O 15.61783 14.51251 11.71450
H 16.22487 14.19987 11.04368
H 16.08544 15.22696 12.14710
O 21.10254 11.81610 14.23177
H 21.42631 10.92900 14.38814
H 20.41807 11.94112 14.88912
O 15.58623 19.83472 12.58818
H 15.01113 19.23510 12.11285
H 16.39669 19.34109 12.71360

Computed properties:
- calculated total energy (eV) = -42880.3013
- frontier orbital gap (eV) = 1.5585
- HOMO energy (eV) = -9.60
- maximum force (eV Å⁻¹) = 4.3
- net charge = +1

C29H24MoN5O4 | ωB97M-V/def2-TZVPD

Atoms and positions in Å:
Mo 0.29969 -0.39980 -0.28779
C 0.70242 -2.62469 3.54101
C 0.74549 -2.13070 2.14849
N 0.08388 -1.09805 1.72361
N -0.65240 -0.33814 2.57569
C -1.24733 0.60324 1.91888
O -1.08203 0.60900 0.56164
C -2.03013 1.63931 2.53198
C -1.98799 1.79099 3.92287
C -2.74321 2.77983 4.51722
C -3.54521 3.60565 3.73548
C -3.59688 3.45172 2.35278
C -2.83520 2.47456 1.74502
C 1.55783 -2.74908 1.09355
C 2.28649 -3.89983 1.23534
C 3.02504 -4.37037 0.14810
C 3.02067 -3.66510 -1.04591
C 2.26150 -2.51590 -1.13415
N 1.54267 -2.06678 -0.08571
H 0.26409 -1.88364 4.20011
H 1.69975 -2.89791 3.88866
H 0.08179 -3.52794 3.58136
H -1.36470 1.13926 4.52037
H -2.71620 2.90963 5.59029
H -4.13812 4.37725 4.20887
H -4.24012 4.08839 1.76099
H -2.88113 2.33354 0.67269
H 2.28025 -4.43425 2.17605
H 3.59628 -5.28636 0.23797
H 3.58940 -3.99675 -1.90360
H 2.21875 -1.94222 -2.05158
C 3.71917 1.02451 1.72128
O 3.27492 2.38134 1.79981
C 2.47854 2.91086 0.88131
C 2.46596 4.31588 0.80852
C 1.70248 4.99842 -0.11587
C 0.90510 4.30438 -1.01992
C 0.85274 2.91688 -0.95144
C 0.04522 2.21372 -1.88039
N -0.18466 0.92552 -1.85095
N -0.97047 0.43112 -2.87021
C -1.17555 -0.82692 -2.71679
O -0.64581 -1.33410 -1.52815
C -1.76422 -1.72084 -3.67457
C -2.21954 -1.21111 -4.89572
C -2.72935 -2.07972 -5.83678
C -2.78937 -3.44436 -5.56789
C -2.35033 -3.95104 -4.35038
C -1.84070 -3.09126 -3.39825
C 1.63046 2.24097 0.01778
O 1.47425 0.87427 0.07406
H 4.57907 0.95949 2.37828
H 4.02111 0.77612 0.70270
H 2.94380 0.34406 2.07762
H 3.10250 4.84603 1.50661
H 1.74030 6.07860 -0.14816
H 0.32070 4.83168 -1.76362
H -0.41151 2.76217 -2.69995
H -2.17154 -0.14836 -5.09182
H -3.08379 -1.69889 -6.78453
H -3.18659 -4.11935 -6.31476
H -2.41576 -5.01124 -4.14785
H -1.51247 -3.47370 -2.44023

Computed properties:
- energy relative to the best compared isomer or geometry (same formula, charge and spin) (kcal per mole) = 8.9
- calculated total energy (eV) = -47931.1675
- frontier orbital gap (eV) = 4.6523
- HOMO energy (eV) = -16.59
- maximum force (eV Å⁻¹) = 2.0
- net charge = +3

C3H7NO2 | ωB97M-V/def2-TZVPD

Atoms and positions in Å:
H -0.49503 -1.23239 2.27105
N -0.13431 -0.82188 1.41459
C -0.62885 -1.39472 0.39512
O -0.39198 -1.05042 -0.86778
C 0.18349 0.24438 -1.13964
C -0.52282 1.35888 -0.35886
O 0.21611 1.81280 0.73913
H -1.33765 -2.22527 0.41948
H 0.05417 0.34759 -2.21981
H 1.25497 0.25303 -0.90879
H -1.50992 0.96543 -0.06515
H -0.70638 2.22099 -1.00516
H 0.34833 1.01095 1.28148

Computed properties:
- energy relative to the best compared isomer or geometry (same formula, charge and spin) (kcal per mole) = 38.9
- calculated total energy (eV) = -8808.8434
- frontier orbital gap (eV) = 10.8600
- structure (SMILES) = [H]/N=C/OCCO
- HOMO energy (eV) = -9.99
- maximum force (eV Å⁻¹) = 0.4

C7H10O2 | ωB97M-V/def2-TZVPD

Atoms and positions in Å:
C -1.28876 0.70566 1.05437
C -0.07226 0.09620 1.68383
C 0.53879 -0.16239 0.25889
C 0.36385 -1.50503 -0.62889
C -0.40755 -0.83788 -1.92462
O 0.03779 0.55639 -1.82039
C 0.11746 1.01537 -0.52650
C 1.58892 0.94006 -0.00216
O -0.76579 1.71306 0.03423
H -2.03239 -0.04080 0.40868
H -1.91845 1.27648 1.81146
H -0.06746 -0.80663 2.50800
H 0.60975 0.97758 2.32866
H -0.28864 -2.15418 -0.11690
H 1.17395 -2.15886 -1.09030
H -0.30843 -1.10364 -2.98785
H -1.47401 -0.72120 -1.48973
H 1.75291 1.48300 1.04255
H 2.44029 0.72683 -0.54333

Computed properties:
- energy relative to the best compared isomer or geometry (same formula, charge and spin) (kcal per mole) = 119.6
- calculated total energy (eV) = -11510.6721
- frontier orbital gap (eV) = 10.0175
- structure (SMILES) = C1C[C@]23CCO[C@]2(C3)O1
- HOMO energy (eV) = -9.05
- maximum force (eV Å⁻¹) = 8.2

> What is the formula in the fourth record?

C3H7NO2

> Which formula does entry 3 have?

C29H24MoN5O4

> Which formula does entry 2 have?

C9H35MgN2O12

> Look up the HOMO energy of the second one.

-9.60 eV